[1]
Computed, not measured: C22H18N6SSbZr as an isolated structure, with ωB97M-V with the def2-TZVPD basis set.

Summary:
HOMO-LUMO gap: 7.6 eV
E_tot: -50694.7727 eV
net charge: +1

Each line ends with the Mulliken charge.
Cartesian coordinates (Å):
1 H -2.804 0.066 4.056  0.53
2 C 0.607 0.113 2.319  0.35
3 H -0.740 5.452 -0.123  0.44
4 C -2.237 1.971 0.244  0.29
5 C 3.946 -0.114 -1.704  0.23
6 C -3.013 3.049 0.611  -0.82
7 H -4.017 2.909 0.988  0.45
8 C -0.976 -4.385 0.056  -0.86
9 H 1.480 0.170 4.269  0.50
10 H 2.758 0.051 2.247  0.49
11 C 2.605 -0.017 -1.855  0.64
12 H 1.975 -0.685 0.861  -0.28
13 C -0.305 -3.232 -0.330  0.89
14 H 2.035 1.084 1.039  -0.06
15 C -1.187 4.474 -0.014  -0.86
16 C -1.724 0.058 2.207  0.48
17 C -2.470 4.326 0.476  -0.47
18 C -2.862 -3.039 0.673  -0.79
19 C -2.260 -4.290 0.556  -0.46
20 N 4.831 1.145 0.358  -0.48
21 N 5.341 -1.561 -3.308  -0.40
22 C -2.149 -1.925 0.283  0.25
23 C -0.670 0.124 4.342  -0.34
24 N -0.525 0.076 1.596  0.44
25 H 1.303 4.460 -0.890  0.42
26 Zr -0.415 0.059 -0.848  0.87
27 C 0.913 3.449 -0.977  -1.28
28 N 1.432 0.074 -1.909  -0.71
29 H 1.617 2.776 -0.484  0.20
30 C 4.726 -0.901 -2.596  -0.07
31 S -2.199 -0.016 -2.236  -0.35
32 N -0.903 -2.038 -0.200  0.14
33 C -1.832 0.081 3.583  -1.32
34 H 1.732 -2.546 -0.453  0.14
35 C 4.482 0.590 -0.588  0.12
36 C -0.458 3.350 -0.381  0.89
37 H -0.723 0.144 5.423  0.46
38 H -3.052 5.196 0.751  0.44
39 H 1.019 -3.032 -1.994  0.29
40 H -0.486 -5.342 -0.049  0.44
41 N -1.000 2.131 -0.241  0.12
42 H 1.512 -4.255 -0.825  0.42
43 H -3.871 -2.945 1.054  0.44
44 H -2.797 -5.182 0.852  0.44
45 C 1.907 0.141 1.577  -0.21
46 C 1.067 -3.269 -0.929  -1.26
47 H 0.881 3.187 -2.037  0.29
48 C 0.558 0.139 3.705  -0.95
49 Sb -3.217 0.001 0.577  0.89


[2]
Computed, not measured: C22H18N7O2OsS2 as an isolated structure, with ωB97M-V with the def2-TZVPD basis set.

Summary:
HOMO-LUMO gap (spin up / spin down): 6.6 / 4.1 eV
E_tot: -61741.5688 eV
multiplicity: 5
expectation value of S²: 6.0819
net charge: +3

Each line ends with the Mulliken charge.
Cartesian coordinates (Å):
1 H 0.752 3.957 -1.577  0.45
2 C -6.034 -0.930 0.695  -0.67
3 N 1.109 0.431 1.689  -0.31
4 C 4.035 -0.924 -2.245  0.89
5 C 6.800 -1.169 -2.378  -0.70
6 C 1.177 0.756 4.044  -0.79
7 H 6.500 -1.515 -4.472  0.42
8 H 4.833 -0.408 0.930  0.10
9 C 2.919 -0.286 0.355  0.77
10 N -1.867 0.933 0.080  -0.20
11 H -6.957 -0.402 0.899  0.37
12 C 6.027 -1.308 -3.522  -0.69
13 C -2.588 4.191 -1.183  -0.18
14 H 7.875 -1.265 -2.431  0.43
15 O -1.319 -1.040 -1.111  -0.71
16 C 4.645 -1.184 -3.461  -0.70
17 S 2.274 -0.832 -2.200  -0.06
18 C -4.959 -0.286 0.159  -0.72
19 H -7.874 -2.504 1.631  0.27
20 N -2.823 3.008 -0.602  -0.45
21 H 3.053 0.329 4.997  0.48
22 C -1.772 2.254 -0.430  0.34
23 C 0.506 0.781 2.835  0.05
24 H 6.788 -0.787 -0.263  0.40
25 C 2.505 0.364 4.066  -0.56
26 H -2.746 -2.907 -0.065  0.53
27 H -5.006 0.770 -0.081  0.48
28 C 2.415 0.063 1.700  0.66
29 H 4.049 -1.295 -4.358  0.42
30 H -3.448 4.830 -1.340  0.46
31 S -2.507 -0.133 -0.958  1.37
32 H -0.528 1.089 2.755  0.47
33 C -1.315 4.584 -1.575  -0.66
34 C 3.134 0.013 2.873  -0.57
35 H 0.660 1.042 4.949  0.45
36 C 4.813 -0.785 -1.103  0.31
37 N -6.996 -2.978 1.449  -0.30
38 N 1.978 -0.332 -0.584  -0.13
39 C -3.661 -2.381 0.172  -0.34
40 C -0.271 3.716 -1.323  -0.09
41 C -4.733 -3.047 0.706  -0.66
42 N -0.496 2.535 -0.730  -0.20
43 N 4.201 -0.504 0.148  0.01
44 C -3.783 -1.017 -0.102  0.13
45 Os 0.115 0.261 -0.097  0.99
46 O -3.091 0.398 -2.135  -0.52
47 H -6.972 -3.975 1.636  0.27
48 H -4.683 -4.108 0.913  0.37
49 C 6.192 -0.903 -1.161  -0.64
50 C -5.949 -2.335 0.967  1.15
51 H -1.143 5.537 -2.054  0.42
52 H 4.169 -0.301 2.890  0.40


In order of appearance, ΔE to the lowest compared entry with this formula, charge and spin = 0.461, 0.000 eV.